Entry 1:
Molecular formula: C3H2N4O
Method: DFT, ωB97M-V/def2-TZVPD

Results
- Energy above the lowest of the compared OMol25 structures with the same formula, charge and spin: 581.9 kJ/mol
- LUMO level: -0.94 eV
- Maximum force: 2.67 eV/A
- Charge: 0
- E_HOMO: -0.3759 Eh

Last column: natural (NBO) charge in e.
Positions of all 10 atoms, in Å:
1 C 0.08 0.74 1.16  0.286
2 C 0.75 0.55 -0.78  0.649
3 C 0.25 -0.99 -0.13  0.614
4 N 0.42 1.47 0.08  -0.580
5 N 0.00 -0.57 1.15  -0.550
6 N 1.50 -0.47 -0.73  -0.443
7 N -0.73 -0.32 -1.15  -0.282
8 O -0.51 -1.70 -0.96  -0.281
9 H -0.15 1.28 2.07  0.213
10 H -1.61 -0.02 -0.72  0.375

=====

Entry 2:
Molecular formula: C15H18N2O9PdS
Method: DFT, ωB97M-V/def2-TZVPD

Results
- Energy above the lowest of the compared OMol25 structures with the same formula, charge and spin: 107.8 kJ/mol
- LUMO level: 4.94 eV
- Maximum force: 0.78 eV/A
- Charge: -2
- E_HOMO: -0.0373 Eh

Last column: natural (NBO) charge in e.
Positions of all 46 atoms, in Å:
1 Pd 0.25 1.05 0.12  0.270
2 O 2.98 4.36 0.72  -0.708
3 C 1.75 3.78 0.59  0.805
4 O 1.17 3.76 -0.45  -0.599
5 C 1.16 3.43 1.96  -0.165
6 O 1.14 2.09 2.36  -0.518
7 C 2.42 1.54 2.67  -0.194
8 C 3.37 1.30 1.49  0.742
9 O 4.48 0.83 1.81  -0.770
10 O 2.92 1.60 0.36  -0.783
11 H 3.32 4.41 -0.19  0.486
12 H 0.12 3.74 1.91  0.219
13 H 1.71 4.03 2.70  0.160
14 H 2.20 0.57 3.13  0.208
15 H 2.93 2.17 3.41  0.161
16 O -4.87 -0.43 -2.51  -0.998
17 S -4.07 -0.57 -1.31  2.296
18 O -4.36 -1.76 -0.53  -1.006
19 N -4.04 0.75 -0.43  -0.946
20 C -2.83 1.40 -0.50  0.636
21 O -2.58 2.47 0.03  -0.651
22 C -1.82 0.64 -1.36  -0.193
23 C -0.56 1.07 -1.84  -0.277
24 C 0.12 0.17 -2.72  -0.210
25 C -0.43 -1.05 -3.07  -0.254
26 C -1.72 -1.42 -2.65  -0.283
27 C -2.37 -0.55 -1.81  -0.248
28 H -0.28 2.12 -1.82  0.251
29 H 1.08 0.46 -3.11  0.206
30 H 0.13 -1.71 -3.72  0.189
31 H -2.19 -2.33 -3.01  0.207
32 C 0.08 -3.65 -0.33  -0.401
33 N 0.40 -2.46 0.43  -0.444
34 C 1.61 -1.72 0.10  -0.406
35 C -0.50 -1.89 1.27  0.687
36 C -1.82 -2.59 1.46  -0.719
37 O -0.25 -0.86 1.88  -0.646
38 H 1.02 -4.08 -0.70  0.192
39 H -0.57 -3.45 -1.18  0.205
40 H -0.40 -4.41 0.30  0.190
41 H 2.37 -1.81 0.87  0.199
42 H 1.39 -0.64 -0.03  0.221
43 H 1.99 -2.09 -0.85  0.186
44 H -1.68 -3.56 1.96  0.197
45 H -2.34 -2.77 0.51  0.257
46 H -2.45 -1.95 2.07  0.249

=====

Entry 3:
Molecular formula: C4H8O2
Method: DFT, ωB97M-V/def2-TZVPD

Results
- Energy above the lowest of the compared OMol25 structures with the same formula, charge and spin: 273.4 kJ/mol
- LUMO level: 0.95 eV
- Maximum force: 2.07 eV/A
- Charge: 0
- E_HOMO: -0.3517 Eh

Last column: natural (NBO) charge in e.
Positions of all 14 atoms, in Å:
1 O 2.05 -0.09 0.63  -0.724
2 C 1.04 0.30 -0.26  -0.093
3 C -0.28 0.56 0.44  -0.287
4 C -1.19 0.51 -0.79  -0.075
5 O -1.15 -0.98 -0.69  -0.542
6 C -0.84 -0.82 0.73  -0.073
7 H 2.76 -0.48 0.10  0.469
8 H 0.67 -0.56 -0.90  0.207
9 H 1.35 1.20 -0.83  0.159
10 H -0.34 1.35 1.20  0.214
11 H -2.23 0.81 -0.70  0.190
12 H -0.74 0.96 -1.70  0.184
13 H -1.78 -0.82 1.29  0.177
14 H -0.14 -1.55 1.15  0.195

=====

Entry 4:
Molecular formula: C14H16O
Method: DFT, ωB97M-V/def2-TZVPD

Results
- Energy above the lowest of the compared OMol25 structures with the same formula, charge and spin: 205.1 kJ/mol
- LUMO level: 0.76 eV
- Maximum force: 4.22 eV/A
- Charge: 0
- SMILES: Cc1ccc(O)cc1.Cc1ccccc1
- E_HOMO: -0.3016 Eh

Last column: natural (NBO) charge in e.
Positions of all 31 atoms, in Å:
1 C 1.68 2.11 -1.43  -0.639
2 C 0.65 1.29 -2.09  -0.061
3 C 0.11 1.65 -3.34  -0.192
4 C -0.61 0.84 -4.19  -0.265
5 C -0.98 -0.45 -3.61  0.304
6 O -1.83 -1.18 -4.35  -0.663
7 C -0.47 -0.89 -2.39  -0.304
8 C 0.41 0.00 -1.68  -0.178
9 H 1.87 2.05 -0.37  0.228
10 H 1.56 3.16 -1.54  0.215
11 H 2.53 1.93 -2.11  0.225
12 H 0.21 2.74 -3.37  0.208
13 H -0.97 1.18 -5.19  0.235
14 H -1.63 -2.18 -4.07  0.474
15 H -0.78 -1.96 -2.18  0.205
16 H 0.76 -0.45 -0.73  0.208
17 C 1.87 0.30 2.70  -0.635
18 C 0.36 -0.15 2.72  0.018
19 C -0.66 0.38 3.53  -0.239
20 C -1.78 -0.48 3.65  -0.184
21 C -1.93 -1.73 3.04  -0.236
22 C -0.93 -2.12 2.16  -0.190
23 C 0.18 -1.29 1.98  -0.245
24 H 1.91 1.31 3.13  0.212
25 H 2.27 0.12 1.68  0.221
26 H 2.37 -0.29 3.49  0.221
27 H -0.57 1.27 4.08  0.218
28 H -2.64 -0.10 4.24  0.205
29 H -2.75 -2.35 3.39  0.218
30 H -1.12 -2.98 1.56  0.208
31 H 0.92 -1.71 1.29  0.208

=====

Entry 5:
Molecular formula: CH2Cl2S2
Method: DFT, ωB97M-V/def2-TZVPD

Results
- Energy above the lowest of the compared OMol25 structures with the same formula, charge and spin: 62.5 kJ/mol
- LUMO level: -0.90 eV
- Maximum force: 1.76 eV/A
- Charge: 0
- SMILES: S=C(Cl)Cl.S
- E_HOMO: -0.3473 Eh

Last column: natural (NBO) charge in e.
Positions of all 7 atoms, in Å:
1 S 0.97 -0.99 0.21  0.157
2 C 1.31 0.57 0.26  -0.343
3 Cl 1.04 1.69 -0.99  0.093
4 Cl 1.71 1.31 1.75  0.081
5 S -2.15 -0.61 -0.09  -0.281
6 H -1.67 -1.92 -0.33  0.158
7 H -1.21 -0.04 -0.82  0.135

=====

Entry 6:
Molecular formula: CH6NO4
Method: DFT, ωB97M-V/def2-TZVPD

Results
- Energy above the lowest of the compared OMol25 structures with the same formula, charge and spin: 90.6 kJ/mol
- LUMO level: 4.12 eV
- Maximum force: 5.03 eV/A
- Charge: -1
- E_HOMO: -0.1857 Eh

Last column: natural (NBO) charge in e.
Positions of all 12 atoms, in Å:
1 N -0.90 1.47 -1.28  -0.924
2 C -0.71 0.04 -1.01  0.883
3 O 0.37 -0.26 -0.29  -0.872
4 O -1.43 -0.83 -1.59  -0.747
5 H -0.20 2.21 -0.99  0.383
6 H -1.78 1.75 -1.45  0.361
7 H 0.75 -1.71 0.67  0.504
8 H 0.24 -3.02 0.33  0.457
9 O 0.94 -2.60 0.95  -0.988
10 H 0.83 0.58 2.15  0.453
11 H 0.71 1.02 0.82  0.502
12 O 1.18 1.35 1.70  -1.012

=====

Entry 7:
Molecular formula: C11H25CaNO11S
Method: DFT, ωB97M-V/def2-TZVPD

Results
- Energy above the lowest of the compared OMol25 structures with the same formula, charge and spin: 220.7 kJ/mol
- LUMO level: 4.15 eV
- Maximum force: 5.14 eV/A
- Charge: -2
- E_HOMO: -0.0025 Eh

Last column: natural (NBO) charge in e.
Positions of all 50 atoms, in Å:
1 Ca 0.18 -0.31 -0.96  1.789
2 S -1.70 2.73 -1.68  2.643
3 O -2.98 2.47 -2.24  -1.126
4 O -0.73 3.33 -2.58  -1.071
5 O -2.04 3.69 -0.65  -1.150
6 O -1.07 1.52 -1.11  -1.221
7 C 0.87 -0.98 -5.32  -0.726
8 C 0.85 -0.66 -3.81  0.732
9 O 1.28 -1.50 -3.02  -0.848
10 O 0.61 0.52 -3.45  -0.703
11 H 1.83 -0.71 -5.76  0.208
12 H 0.04 -0.54 -5.87  0.206
13 H 0.74 -2.06 -5.42  0.183
14 C 4.02 1.84 0.11  -0.734
15 C 2.80 1.08 -0.46  0.746
16 O 2.47 -0.06 0.01  -0.892
17 O 2.13 1.69 -1.30  -0.673
18 H 4.88 1.20 0.29  0.186
19 H 3.75 2.45 0.97  0.202
20 H 4.29 2.68 -0.54  0.214
21 C -2.53 -1.06 -2.78  -0.269
22 O -2.04 -0.85 -1.48  -0.794
23 H -1.93 -1.66 -3.46  0.181
24 H -3.56 -1.40 -2.69  0.141
25 H -2.68 -0.14 -3.35  0.225
26 H -2.51 -0.08 -1.15  0.525
27 C 0.80 -3.52 -0.20  -0.271
28 O 0.05 -2.43 0.09  -0.558
29 C -0.23 -2.51 1.48  -0.074
30 C -0.94 -1.21 1.88  -0.259
31 N -0.23 0.00 1.44  -0.639
32 C -1.11 1.08 2.01  -0.264
33 C -0.51 1.71 3.33  -0.083
34 O -0.92 0.88 4.43  -0.558
35 C -0.37 1.31 5.67  -0.251
36 H 0.37 -4.47 0.13  0.152
37 H 1.83 -3.31 0.09  0.189
38 H 0.91 -3.59 -1.28  0.225
39 H 0.72 -2.66 2.00  0.166
40 H -0.69 -3.43 1.85  0.167
41 H -1.03 -1.28 2.96  0.184
42 H -1.92 -1.10 1.40  0.208
43 H 0.55 0.09 2.08  0.366
44 H -2.16 0.88 2.23  0.200
45 H -1.01 1.97 1.39  0.282
46 H -0.94 2.69 3.52  0.180
47 H 0.56 1.71 3.16  0.164
48 H -0.61 2.30 6.04  0.163
49 H 0.71 1.18 5.66  0.161
50 H -0.77 0.55 6.33  0.178

=====

Entry 8:
Molecular formula: C3H6O2
Method: DFT, ωB97M-V/def2-TZVPD

Results
- Energy above the lowest of the compared OMol25 structures with the same formula, charge and spin: 300.8 kJ/mol
- LUMO level: 0.12 eV
- Maximum force: 0.35 eV/A
- Charge: 0
- E_HOMO: -0.3211 Eh

Last column: natural (NBO) charge in e.
Positions of all 11 atoms, in Å:
1 C -1.45 -0.13 0.05  -0.719
2 C -0.03 0.29 0.19  0.674
3 O 0.30 1.01 1.21  -0.616
4 C 1.09 -0.17 -0.67  -0.153
5 O 1.74 -0.71 0.42  -0.793
6 H -2.07 0.30 0.84  0.244
7 H -1.47 -1.22 0.13  0.274
8 H -1.82 0.13 -0.94  0.249
9 H 1.60 0.65 -1.21  0.152
10 H 0.74 -0.90 -1.42  0.157
11 H 1.29 0.69 1.24  0.531